Entry 1:
{"formula": "C4H15N2O", "method": "the ωB97M-V functional and the def2-TZVPD basis", "homo_ha": -0.508, "de_lowest_kcal_mol": 5.3, "lumo_ha": -0.09973, "homo_lumo_gap_ev": 11.1, "charge": 1, "elements": ["C", "C", "C", "C", "N", "N", "H", "H", "H", "H", "H", "H", "H", "H", "H", "H", "H", "H", "H", "H", "H", "O"], "coordinates": [[2.2783, -0.2667, 0.0848], [1.1173, -0.6394, 0.9947], [0.0033, 0.3953, 1.0677], [-1.7306, 1.6369, -0.2521], [-0.6235, 0.6438, -0.2841], [1.8038, -0.1689, -1.3155], [2.6743, 0.7114, 0.3575], [3.0764, -0.9911, 0.2187], [1.4531, -0.7447, 2.0273], [0.6805, -1.5986, 0.6935], [-0.7893, 0.0176, 1.7153], [0.3261, 1.3473, 1.4764], [-1.3051, 2.6386, -0.2959], [-2.3782, 1.4583, -1.1163], [-2.2643, 1.5282, 0.6911], [-1.0026, -0.2776, -0.5380], [0.1220, 0.8694, -0.9440], [1.7940, -1.0988, -1.7211], [2.5004, 0.3456, -1.8476], [-2.2370, -2.4217, 0.1557], [-3.1795, -1.7645, -0.7914], [-2.3192, -1.6201, -0.3769]], "forces_ev_per_angstrom": [[-0.4, 0.1, -0.1], [-0.2, 0.3, 0.2], [-0.1, -0.1, -0.2], [0.1, 0.1, -0.1], [-0.4, -0.3, 1.1], [0.6, 0.1, 0.1], [0.0, 0.0, 0.1], [0.2, -0.1, -0.1], [0.2, -0.2, 0.0], [0.1, 0.0, 0.0], [-0.1, 0.1, -0.1], [0.2, 0.2, -0.1], [0.0, -0.1, -0.1], [0.1, 0.1, 0.3], [-0.1, -0.1, -0.2], [-0.2, 0.1, -0.3], [0.2, -0.2, -0.3], [-0.1, 0.0, -0.1], [-0.1, -0.1, -0.1], [0.3, 0.1, 0.1], [0.0, 0.3, -0.2], [-0.3, -0.4, 0.1]], "lowdin_charge": [-0.24, -0.17, -0.14, 0.00, -0.03, -0.01, 0.12, 0.11, 0.13, 0.12, 0.13, 0.14, 0.10, 0.11, 0.10, 0.11, 0.13, 0.09, 0.09, 0.07, 0.07, -0.03]}

Entry 2:
{"formula": "C9H6O3S2", "method": "the ωB97M-V functional and the def2-TZVPD basis", "homo_ha": [-0.322, -0.316], "de_lowest_kcal_mol": 0.0, "lumo_ha": [-0.05465, -0.05408], "homo_lumo_gap_ev": [7.3, 7.1], "smiles": "O=c1oc2ccccc2cc1S.O=S", "elements": ["C", "C", "C", "C", "C", "C", "C", "C", "C", "O", "O", "O", "S", "S", "H", "H", "H", "H", "H", "H"], "coordinates": [[-2.1420, -0.5053, -1.5658], [-2.7638, -0.1184, -0.3523], [-0.7582, -0.7193, -1.4745], [-2.0335, 0.0359, 0.8247], [-0.0424, -0.5050, -0.2504], [-0.6456, -0.1033, 0.8825], [1.3702, -0.0711, 2.1477], [1.4027, -0.6103, -0.2672], [2.0783, -0.3990, 0.8527], [1.8410, 0.2016, 3.2308], [0.8421, 2.7593, -2.1548], [0.0240, 0.0912, 2.0590], [3.8625, -0.0791, 1.0284], [0.5264, 1.4089, -2.5705], [-2.7256, -0.5539, -2.4817], [-3.8481, 0.0757, -0.2731], [-0.0232, -0.9610, -2.2626], [-2.5586, 0.2696, 1.7659], [1.8243, -0.9784, -1.2324], [3.7696, 0.7620, 2.0935]], "forces_ev_per_angstrom": [[0.9, 0.2, 1.0], [0.0, 0.0, 0.2], [0.1, 0.1, 0.7], [-0.8, 0.4, 1.0], [0.9, -0.9, -2.2], [-1.6, -0.1, 0.7], [0.0, 1.1, 0.4], [-0.4, -1.3, -1.1], [1.8, 1.5, 2.2], [0.2, -0.7, -1.3], [0.5, 1.9, 0.6], [-0.9, -0.3, -0.6], [-0.7, -0.5, -0.3], [-0.2, -1.0, -1.0], [0.3, -0.2, 0.1], [0.7, -0.2, -0.3], [-1.2, -0.3, -0.1], [0.2, 0.0, -0.6], [0.2, 0.8, 1.0], [-0.2, -0.5, -0.4]], "lowdin_charge": [-0.07, -0.06, -0.16, 0.01, -0.23, -0.21, -0.46, -0.08, -0.45, 0.09, -0.61, 0.14, 0.79, 0.85, 0.11, 0.11, 0.07, 0.13, 0.13, -0.10]}

Entry 3:
{"formula": "C4H7NO", "method": "the ωB97M-V functional and the def2-TZVPD basis", "homo_ha": -0.363, "de_lowest_kcal_mol": 47.2, "lumo_ha": 0.03716, "homo_lumo_gap_ev": 10.9, "smiles": "O=CNC1CC1", "elements": ["O", "C", "N", "C", "C", "C", "H", "H", "H", "H", "H", "H", "H"], "coordinates": [[-2.6367, 0.5601, 1.7300], [-1.8275, 0.5705, 0.8246], [-1.0239, -0.4347, 0.4107], [-0.0846, -0.0772, -0.5949], [1.2446, -0.8387, -0.3642], [1.1739, 0.6429, -0.2541], [-1.4193, 1.3551, 0.0141], [-0.8686, -1.3406, 0.8189], [-0.4973, 0.0029, -1.6067], [1.3850, -1.4013, 0.5707], [1.6836, -1.3254, -1.2256], [1.6229, 1.2073, -1.0576], [1.2480, 1.0792, 0.7342]], "forces_ev_per_angstrom": [[0.7, 0.6, -1.1], [0.5, 0.3, -0.6], [0.2, -0.1, 0.1], [1.1, -2.0, -0.2], [-0.4, -0.2, -0.4], [0.2, 0.4, 0.0], [-2.0, 0.2, 2.0], [-0.6, 0.1, 0.4], [0.4, -0.1, 0.3], [-0.4, 0.3, -0.5], [0.2, 0.3, 0.0], [0.0, 0.2, 0.1], [0.0, 0.0, -0.1]], "lowdin_charge": [0.03, -0.36, 0.03, -0.34, -0.10, -0.12, 0.17, 0.14, 0.15, 0.11, 0.09, 0.10, 0.11]}

Entry 4:
{"formula": "C26H32IrNO5S", "method": "the ωB97M-V functional and the def2-TZVPD basis", "homo_ha": [-0.238, -0.296], "spin_multiplicity": 5, "de_lowest_kcal_mol": 0.0, "lumo_ha": [-0.00301, -0.00655], "homo_lumo_gap_ev": [6.4, 7.9], "s_squared": 6.0157, "elements": ["O", "C", "C", "H", "H", "C", "H", "H", "C", "H", "H", "H", "C", "H", "H", "H", "Ir", "C", "C", "C", "H", "C", "C", "H", "H", "H", "H", "C", "C", "C", "H", "C", "C", "H", "H", "H", "H", "O", "C", "C", "H", "H", "C", "H", "H", "C", "H", "H", "H", "H", "O", "S", "O", "N", "C", "O", "C", "C", "C", "C", "C", "C", "H", "H", "H", "H"], "coordinates": [[-0.4174, 0.7900, -0.7067], [0.5756, 0.2432, -1.6250], [0.0825, 1.1502, -2.7440], [0.4198, -0.8222, -1.7602], [1.5834, 0.4090, -1.2587], [-1.0624, 1.5614, -1.8054], [-0.2249, 0.6540, -3.6600], [0.7588, 1.9664, -2.9835], [-2.3900, 0.9402, -2.1665], [-2.3156, -0.1446, -2.1853], [-2.6951, 1.2778, -3.1568], [-3.1694, 1.2170, -1.4625], [-1.1697, 3.0250, -1.4760], [-0.1915, 3.4760, -1.3375], [-1.7457, 3.1770, -0.5664], [-1.6736, 3.5472, -2.2887], [-0.3373, 0.7408, 1.5199], [0.5351, 2.2884, 3.0668], [1.4635, 1.2344, 2.9509], [2.0127, 1.2938, 1.6504], [1.7101, 0.5085, 3.7061], [1.4123, 2.3614, 0.9712], [0.4766, 2.9702, 1.8301], [-0.1519, 3.8130, 1.5966], [-0.0340, 2.5278, 3.9468], [2.7170, 0.5944, 1.2400], [1.5961, 2.6328, -0.0537], [-1.8050, 0.2821, 3.3727], [-2.2619, 1.4574, 2.7310], [-2.6656, 1.1182, 1.4293], [-2.2892, 2.4450, 3.1565], [-2.4589, -0.2737, 1.2664], [-1.9452, -0.7832, 2.4729], [-1.6279, -1.7958, 2.6390], [-1.3975, 0.2184, 4.3676], [-3.0832, 1.7972, 0.7075], [-2.6106, -0.8422, 0.3665], [0.3717, -0.9288, -5.8950], [-0.0811, 0.1811, -6.6789], [0.0761, -0.2288, -8.1345], [0.5308, 1.0610, -6.4508], [-1.1121, 0.4065, -6.4043], [1.2854, -1.1532, -8.0652], [0.2183, 0.6220, -8.7980], [-0.8024, -0.7788, -8.4733], [1.0555, -1.8618, -6.7396], [2.2064, -0.5703, -8.0318], [1.3527, -1.8430, -8.9042], [1.9805, -2.1664, -6.2487], [0.4334, -2.7538, -6.8739], [4.1595, -1.1326, 4.5052], [3.1810, -2.3066, 4.3571], [3.9216, -3.5395, 3.8204], [2.3807, -1.8070, 2.8922], [1.0995, -1.6670, 2.9929], [0.4724, -1.1368, 1.8657], [0.5820, -2.0578, 4.4087], [-0.7049, -2.1642, 5.0299], [-0.8370, -2.5372, 6.3754], [0.2838, -2.8262, 7.1453], [1.5476, -2.7635, 6.5685], [1.6663, -2.3928, 5.2249], [-1.6548, -1.9976, 4.5943], [-1.8229, -2.6022, 6.8211], [0.1645, -3.1090, 8.1843], [2.4225, -3.0022, 7.1583]], "forces_ev_per_angstrom": [[0.2, -0.2, -1.3], [-0.1, 0.0, 0.2], [0.0, -0.1, -0.2], [-0.1, -0.1, -0.1], [0.1, 0.1, 0.1], [0.2, -0.2, 0.1], [0.0, -0.1, 0.0], [0.1, 0.1, 0.0], [-0.1, 0.0, 0.0], [0.1, -0.1, -0.1], [0.0, 0.1, -0.1], [-0.1, 0.0, 0.1], [0.0, 0.1, 0.0], [0.1, 0.0, 0.0], [-0.1, 0.0, 0.1], [0.0, 0.0, -0.1], [-0.4, 1.1, 0.5], [0.2, 0.4, 0.5], [0.6, 0.4, 0.4], [0.5, -0.4, 0.1], [0.1, 0.2, 0.0], [0.1, 0.6, -0.4], [0.1, 0.7, -0.1], [0.0, 0.1, 0.0], [0.0, 0.0, 0.1], [0.1, -0.1, 0.0], [0.0, 0.0, -0.1], [-0.4, -0.1, 0.7], [-0.6, 0.3, 0.3], [-0.4, 0.3, -0.3], [0.0, 0.1, 0.0], [-0.2, -0.4, -0.2], [-1.0, -0.5, 0.3], [-0.1, 0.1, -0.2], [0.0, 0.1, 0.0], [-0.1, 0.0, 0.0], [-0.1, -0.1, -0.1], [0.0, 0.1, -0.1], [0.0, 0.0, 0.1], [-0.1, 0.0, -0.1], [0.0, 0.0, 0.0], [0.0, 0.0, 0.0], [0.1, 0.0, 0.0], [0.0, 0.0, 0.0], [0.0, 0.0, 0.0], [0.0, -0.1, 0.1], [0.0, 0.0, 0.0], [0.0, 0.0, 0.0], [0.0, 0.0, 0.0], [0.0, 0.0, 0.0], [-3.3, -3.0, 1.6], [5.4, 1.3, -7.6], [-2.7, 2.4, 3.3], [-0.3, -0.3, 1.3], [0.1, 1.4, -2.7], [1.9, -4.0, 3.1], [-1.2, 0.0, 0.1], [1.3, -0.3, 0.6], [0.8, 0.1, -0.4], [0.1, 0.0, -0.1], [-0.2, 0.1, -0.3], [-0.3, -0.4, 1.8], [-0.3, 0.3, -1.0], [0.0, 0.0, -0.1], [0.1, 0.0, -0.1], [0.1, 0.0, -0.1]], "mulliken_spin": [0.02, 0.00, 0.00, 0.00, 0.00, 0.03, 0.00, 0.00, 0.00, 0.00, 0.00, 0.00, -0.01, 0.00, 0.00, 0.00, 2.18, 0.18, 0.13, 0.15, 0.02, 0.21, 0.08, 0.00, 0.01, 0.00, 0.04, 0.15, 0.14, 0.10, 0.01, 0.17, 0.15, 0.03, 0.01, 0.02, 0.02, 0.00, 0.00, 0.00, 0.00, 0.00, 0.00, 0.00, 0.00, 0.00, 0.00, 0.00, 0.00, 0.00, 0.00, 0.00, 0.00, 0.03, 0.04, 0.11, -0.01, 0.00, 0.00, 0.00, 0.00, 0.00, 0.00, 0.00, 0.00, 0.00]}